C7H11N2 | ωB97M-V/def2-TZVPD

Results
structure (SMILES) = C=[n+]1cc[nH]c1=C(C)C
orbital gap (spin up / spin down) = 8.1 / 7.3 eV
E_LUMO (spin up / spin down) = -0.15496 / -0.16790 hartree
energy relative to the best compared isomer or geometry (same formula, charge and spin) = 375.98 kJ/mol
molecular weight = 123.18 u
charge = +1

Last column: Löwdin charge in e.
CARTESIAN COORDINATES (ANGSTROEM)
1 N -1.09499 1.47133 -0.01712  0.120
2 N -1.32667 -0.73697 0.04154  -0.081
3 C 1.97954 -1.13331 -0.10319  -0.085
4 C 2.01163 1.45983 0.03956  -0.077
5 C -2.58412 -0.14700 -0.02824  -0.005
6 C -1.11955 -2.03491 0.12941  0.136
7 C 1.33415 0.16413 -0.01920  -0.123
8 C -2.42776 1.19721 -0.05758  -0.025
9 C -0.42707 0.29306 0.03793  -0.048
10 H 1.52499 2.14655 0.73248  0.085
11 H -1.96784 -2.69086 0.10874  0.102
12 H 3.02636 -0.99539 -0.37190  0.100
13 H -3.47461 -0.73857 -0.03981  0.137
14 H 1.95666 -1.64642 0.86489  0.106
15 H -3.17138 1.96487 -0.09740  0.137
16 H 2.01914 1.93996 -0.94372  0.104
17 H 3.04772 1.32793 0.34308  0.097
18 H 1.50308 -1.78595 -0.83653  0.087
19 H -0.66964 2.38116 -0.04067  0.167
20 H -0.13964 -2.43665 0.25776  0.068

C25H33O6Ru | ωB97M-V/def2-TZVPD

Results
orbital gap (spin up / spin down) = 1.5 / 3.6 eV
E_LUMO (spin up / spin down) = 0.14489 / 0.14416 hartree
multiplicity = 6
molecular weight = 530.60 u
charge = -2

Last column: Löwdin charge in e.
CARTESIAN COORDINATES (ANGSTROEM)
1 Ru -0.14713 0.42471 -1.09579  1.205
2 O -0.57700 0.44957 -3.10150  -0.376
3 O -0.42075 -2.29836 -8.41481  -0.028
4 O 0.05437 3.33486 -1.44928  -0.090
5 O 2.81138 -0.49068 -6.98174  0.111
6 O -0.87818 -0.29567 -9.30434  0.089
7 O 1.90820 -0.63065 -9.04679  -0.035
8 C -2.27830 0.86350 0.64293  -0.207
9 C 0.96438 2.24050 -4.44399  -0.091
10 C 1.28315 -1.13014 -0.46401  -0.272
11 C -0.38055 -0.95759 -8.40769  -0.439
12 C -0.05337 1.08186 -6.97358  -0.042
13 C 0.16866 -1.14153 -5.90138  -0.058
14 C -2.72304 -0.41994 -1.20732  -0.190
15 C -0.09721 2.86022 0.89524  -0.146
16 C -1.04265 -0.45593 -5.27656  -0.227
17 C -3.14626 0.68483 -0.44074  -0.181
18 C -0.05334 2.51007 -0.56104  -0.467
19 C -0.99758 -2.81113 -9.61799  -0.052
20 C 1.83003 -0.49349 -7.71379  -0.409
21 C -1.23940 -0.13994 0.56987  -0.334
22 C -1.25842 -0.59600 -3.77039  -0.268
23 C 1.67260 0.01457 0.30959  -0.257
24 C -1.54918 -0.98984 -0.60419  -0.342
25 C 1.54521 -0.84069 -1.84729  -0.232
26 C 3.24012 -0.77770 -9.52450  -0.050
27 C 2.16464 0.45526 -1.89842  -0.207
28 C -0.46881 1.89232 -4.55384  -0.362
29 C 2.25208 0.97045 -0.57705  -0.232
30 C -0.93178 1.03974 -5.71945  -0.215
31 C -1.49446 2.82329 -4.02654  -0.088
32 C 0.39600 -0.37521 -7.22268  -0.235
33 H 1.18652 2.63263 -3.44154  0.065
34 H -1.95004 1.38173 -5.94839  0.130
35 H 0.53697 3.73942 1.07856  0.050
36 H -1.91361 -0.88584 -5.79319  0.133
37 H -2.03647 -2.48184 -9.70742  0.095
38 H 1.39457 -1.52497 -2.67840  0.082
39 H 0.25504 2.03408 1.52402  0.047
40 H 0.04241 -2.21971 -6.08747  0.124
41 H -2.43410 2.27574 -3.86602  0.077
42 H -2.41832 1.53369 1.49030  0.066
43 H 2.55555 0.92243 -2.79495  0.066
44 H -3.26751 -0.87721 -2.02963  0.069
45 H -0.42743 -2.45069 -10.47860  0.093
46 H -1.17160 3.25761 -3.07096  0.048
47 H -1.18085 -2.00346 -0.74149  0.067
48 H 0.82033 1.72989 -6.87315  0.112
49 H 3.68276 -1.71174 -9.15978  0.097
50 H 1.60202 1.36336 -4.62048  0.068
51 H -1.13450 3.10324 1.16592  0.048
52 H -0.58975 -0.43505 1.38914  0.071
53 H -0.64532 1.41404 -7.82584  0.111
54 H -0.91894 -1.58038 -3.39660  0.108
55 H 1.04938 -0.98393 -5.26745  0.127
56 H 1.24930 3.02321 -5.16897  0.059
57 H -1.67756 3.62993 -4.75948  0.058
58 H -4.03284 1.27418 -0.64619  0.063
59 H -0.92828 -3.89135 -9.52671  0.086
60 H -2.33921 -0.43371 -3.61975  0.084
61 H 1.58937 0.10643 1.39222  0.076
62 H 3.86391 0.06068 -9.19622  0.097
63 H 2.70229 1.91845 -0.28796  0.083
64 H 0.89200 -2.07100 -0.08605  0.083
65 H 3.15770 -0.79989 -10.60704  0.086

C36H45N4O14PS | ωB97M-V/def2-TZVPD

Results
structure (SMILES) = CCOCC[C@]1(P(=N)(O)O)[C@H](C[C@@H](C)O)C[C@H](COc2ccccc2)OS1(=O)=O.O=[N+]([O-])c1ccccc1.O=[N+]([O-])c1ccccc1.O=[N+]([O-])c1ccccc1
orbital gap = 8.4 eV
E_LUMO = -0.02755 hartree
molecular weight = 820.81 u

Last column: Löwdin charge in e.
CARTESIAN COORDINATES (ANGSTROEM)
1 S 2.54653 -0.31415 -3.09665  0.637
2 P 5.37103 0.17588 -3.45300  0.490
3 O 2.30003 5.44052 1.40172  0.060
4 O -4.98346 -2.17150 0.50894  0.064
5 O -6.23809 -3.30924 1.83963  0.083
6 O 3.39535 5.84322 3.20690  0.084
7 O -3.88211 -7.99762 -4.49706  0.076
8 O -0.55915 0.68250 -0.49312  -0.064
9 O 2.57915 -1.24258 0.06626  -0.190
10 O 5.25073 1.62415 -4.12236  -0.129
11 O 2.55546 0.60610 -4.19886  -0.261
12 O -3.28893 -7.53557 -2.48220  0.077
13 O 1.35565 0.09383 -2.14841  -0.172
14 O 4.34764 0.74137 1.64385  -0.036
15 O 2.40446 -1.71002 -3.33388  -0.230
16 O 6.71184 0.17504 -2.56580  -0.144
17 N 5.34741 -1.00008 -4.45238  -0.124
18 N -3.95473 -7.34220 -3.47818  -0.355
19 N -5.25968 -2.63341 1.59744  -0.339
20 N 2.36486 5.74547 2.57553  -0.339
21 C -1.25388 6.54190 4.58965  -0.070
22 C 2.55806 1.64265 -0.70601  -0.101
23 C 1.55464 -1.92359 0.77699  -0.227
24 C -2.84108 1.28021 -0.11654  -0.025
25 C -3.60834 -0.64252 -1.96977  -0.076
26 C -2.26308 -0.44981 -1.69589  0.011
27 C -2.54222 -1.81269 4.71070  -0.067
28 C -4.31965 -2.34158 2.69333  -0.139
29 C 3.51800 -2.06488 -0.59287  -0.205
30 C -5.93806 -4.42347 -2.27673  -0.059
31 C -0.04644 6.65712 5.26543  -0.063
32 C -1.89554 0.51038 -0.76751  -0.309
33 C -0.09086 5.88904 2.58955  -0.005
34 C -4.18467 1.08029 -0.40006  -0.084
35 C 4.95533 1.87721 1.02389  -0.399
36 C -5.01390 -5.45579 -2.30683  0.002
37 C -4.56339 -2.86899 3.94722  -0.002
38 C -4.56110 0.12508 -1.32663  -0.114
39 C 5.13629 1.77038 -0.50184  -0.101
40 C 0.04435 1.81871 -1.08811  -0.104
41 C -5.71949 -6.01102 -4.55660  -0.006
42 C -2.32319 -1.28868 3.44307  -0.062
43 C 1.14566 6.39105 4.61112  -0.001
44 C 4.05933 0.03299 -2.13969  -0.374
45 C -3.65974 -2.59870 4.96232  -0.065
46 C 1.09890 6.01489 3.28208  -0.143
47 C 1.61769 -1.60649 2.27006  -0.045
48 C -6.75129 -4.18703 -3.37741  -0.070
49 C -1.27589 6.15599 3.25576  -0.065
50 C -6.64069 -4.97695 -4.51464  -0.068
51 C 3.91043 1.43313 -1.39511  -0.241
52 C -4.92536 -6.23194 -3.44697  -0.148
53 C 4.54654 -1.16263 -1.25918  -0.139
54 C 1.40846 1.44624 -1.67162  -0.291
55 C -3.21707 -1.55242 2.41781  0.012
56 C 4.26255 3.14858 1.52034  -0.061
57 H -3.06144 -1.15418 1.42499  0.105
58 H 4.55503 3.29824 2.56401  0.081
59 H -5.61903 -6.63511 -5.43146  0.118
60 H 2.42010 0.99853 0.15574  0.116
61 H -3.82760 -3.00472 5.95024  0.108
62 H 7.38012 -0.22036 -3.14993  0.096
63 H -1.45361 -0.67521 3.24826  0.100
64 H 2.49434 2.68949 -0.39804  0.126
65 H -2.18145 6.75487 5.10404  0.108
66 H 1.57710 2.10216 -2.53543  0.152
67 H 4.58950 4.03072 0.97150  0.082
68 H 0.61639 -1.64825 2.70417  0.051
69 H -6.02177 -3.80520 -1.39223  0.091
70 H 5.98023 1.91813 1.41644  0.136
71 H 0.58992 -1.63219 0.35028  0.113
72 H 4.00916 0.11626 0.99254  0.042
73 H -5.60911 -0.03868 -1.54209  0.105
74 H 5.13078 -1.81756 -1.91403  0.112
75 H 5.54179 2.73396 -0.82669  0.125
76 H 2.09331 6.47468 5.12108  0.120
77 H 5.23418 -0.81276 -0.49160  0.110
78 H -0.59728 2.21060 -1.88465  0.143
79 H 5.93474 1.05295 -0.67105  0.087
80 H -0.08890 5.59132 1.55198  0.115
81 H 1.64723 -3.00473 0.62434  0.123
82 H -2.51952 2.01699 0.61200  0.120
83 H 3.04896 -2.75751 -1.29516  0.120
84 H -7.27404 -4.79003 -5.37096  0.106
85 H -4.37476 -5.65537 -1.46013  0.119
86 H -2.21716 6.06541 2.73138  0.108
87 H 3.90246 2.16628 -2.20874  0.124
88 H 2.05413 -0.61969 2.43037  0.073
89 H -4.94084 1.66651 0.11008  0.106
90 H 3.18163 3.03396 1.51783  0.059
91 H 0.16985 2.61646 -0.34782  0.132
92 H -0.03116 6.95658 6.30417  0.109
93 H -1.48332 -1.03121 -2.17488  0.127
94 H 2.23026 -2.33568 2.80611  0.077
95 H 4.04392 -2.67948 0.15390  0.137
96 H -3.90295 -1.38952 -2.69698  0.107
97 H 5.78005 2.30667 -3.69140  0.089
98 H 5.20408 -0.71128 -5.41197  0.009
99 H -1.83787 -1.60907 5.50643  0.108
100 H -7.47541 -3.38345 -3.34784  0.106
101 H -5.43734 -3.47791 4.12352  0.119

- What is the molecular weight in the first record?
  123.18 u